Formula: C20H19FN6O2
Source: OMol25
Level of theory: ωB97M-V with the def2-TZVPD basis set

Last column: Mulliken charge in e.
Geometry (Å):
C -0.42119 1.89889 -2.45335  -1.047
N -0.93523 0.92878 -1.52640  -0.107
C -1.61081 -0.21582 -1.79240  0.163
N -1.95130 -0.58358 -3.05342  -0.200
C -2.42350 -1.93905 -3.28755  -1.313
C -1.28222 -2.91956 -3.34304  0.656
C -0.77430 -3.49168 -2.18112  -0.198
C 0.31724 -4.33858 -2.27175  -0.556
C 0.86288 -4.57871 -3.52487  -0.244
N 0.39117 -4.03815 -4.63464  -0.605
C -0.65088 -3.23205 -4.54230  -0.303
N -1.96388 -0.87971 -0.69712  -0.623
C -1.50134 -0.12395 0.32333  1.130
C -0.85685 1.00744 -0.14294  -0.086
C -0.27998 1.97620 0.72293  0.402
O 0.30881 2.99658 0.41210  -0.756
N -0.46932 1.62595 2.06904  0.003
C 0.08973 2.55911 3.03715  -1.614
C 1.59383 2.53733 3.03864  0.618
C 2.31869 1.38629 2.76293  -0.058
C 3.70252 1.39700 2.76733  -0.834
C 4.39081 2.56353 3.05207  -0.354
C 3.69209 3.72277 3.33931  -0.623
C 2.31110 3.69115 3.32824  0.409
F 1.63918 4.82638 3.62118  -0.338
C -1.09548 0.49653 2.57295  0.961
O -1.18714 0.29124 3.76559  -0.684
N -1.61908 -0.38680 1.65183  -0.007
C -2.29185 -1.58543 2.10086  -1.107
H 0.04624 2.69341 -1.87316  0.337
H -1.22778 2.31844 -3.05838  0.345
H 0.32748 1.44818 -3.11026  0.356
H -1.37602 -0.19419 -3.78721  0.284
H -3.09264 -2.18297 -2.46126  0.427
H -2.97898 -1.93907 -4.22844  0.483
H -1.23262 -3.26120 -1.23070  0.544
H 0.73577 -4.80252 -1.39209  0.380
H 1.71632 -5.23166 -3.65070  0.355
H -1.00309 -2.81769 -5.47976  0.366
H -0.25720 3.56516 2.78556  0.350
H -0.29419 2.27272 4.02066  0.534
H 1.78915 0.47044 2.54446  0.326
H 4.24501 0.48980 2.54773  0.391
H 5.46999 2.57316 3.05283  0.371
H 4.19896 4.64717 3.56713  0.438
H -2.48741 -1.48196 3.16626  0.399
H -3.22106 -1.70013 1.54552  0.347
H -1.66163 -2.45918 1.92723  0.282

Output
SMILES   Cn1c(NCc2cccnc2)nc2c1c(=O)n(Cc1ccccc1F)c(=O)n2C
Molar mass   394.41 g mol⁻¹
Energy   -1352.5032 a.u.
Total charge   0
Maximum force   0.0283 Eh/bohr
Orbital gap   8.38 eV



Formula: C20H19FeI2NO6S2
Source: OMol25
Level of theory: ωB97M-V with the def2-TZVPD basis set

Last column: Löwdin spin population.
Geometry (Å):
Fe 0.13007 1.05079 0.14597  0.016
C 0.80048 4.32221 3.80554  0.007
C 0.48594 3.06882 3.02995  0.141
S 0.68132 3.21396 1.32679  0.330
C 0.09252 1.90866 3.64144  0.177
C -0.02724 1.76964 5.13349  0.014
S -0.31283 0.47360 2.77836  0.256
H 1.13862 5.08470 3.11052  0.001
H 1.58863 4.14681 4.53686  0.004
H -0.08398 4.69326 4.32456  0.003
H 0.20978 2.68995 5.65734  0.000
H 0.64069 0.97970 5.47527  0.005
H -1.04279 1.46775 5.38253  0.005
I 2.43722 -0.23852 1.25115  0.012
C 4.05282 -0.77903 -0.09447  0.016
I 4.43728 0.70948 -1.56878  0.002
H 3.75854 -1.69479 -0.59396  0.000
H 4.95958 -0.90106 0.48955  0.001
C -3.14057 1.67272 -2.24202  0.000
C -1.65065 1.88121 -2.08089  0.000
O -1.21100 2.30317 -1.00504  0.007
C -0.77094 1.54576 -3.19197  0.000
C -1.17864 1.72999 -4.51512  0.000
C -0.35922 1.41341 -5.57584  0.000
C 0.88893 0.84453 -5.32831  0.000
C 1.32620 0.65861 -4.04329  0.000
C 0.53832 1.02481 -2.92089  0.000
O 0.99764 0.83100 -1.73844  0.001
H -3.51065 1.21970 -1.32281  0.000
H -3.37103 1.02215 -3.08047  0.000
H -3.64238 2.63253 -2.36919  0.000
H -2.14691 2.17364 -4.70586  0.000
H -0.66743 1.62078 -6.59000  0.000
H 1.52218 0.55219 -6.15483  0.000
H 2.30159 0.23953 -3.85029  0.000
O -3.36808 -1.23584 0.30128  0.000
C -2.14671 -1.29205 0.29051  0.001
O -1.35759 -0.34590 -0.01229  0.003
C -1.46096 -2.60104 0.65979  0.000
C -2.14706 -3.55283 1.40817  0.000
C -1.53097 -4.74323 1.76725  0.000
C -0.22268 -4.98592 1.39888  0.000
C 0.47257 -4.01673 0.67044  0.000
C -0.14918 -2.83060 0.28883  0.000
N 1.82354 -4.24336 0.32625  0.000
O 2.48029 -3.30043 -0.13178  0.000
O 2.29972 -5.36638 0.49552  0.000
H -3.16211 -3.33435 1.70535  0.000
H -2.07303 -5.48383 2.34130  0.000
H 0.28407 -5.90083 1.67135  0.000
H 0.38607 -2.09834 -0.29769  0.000

Output
Molar mass   743.16 g mol⁻¹
Energy   -3935.1697 a.u.
<S²>   0.796
Total charge   -1
Maximum force   0.0449 Eh/bohr
Orbital gap (alpha / beta)   6.34 / 6.05 eV
2S+1   2